94
Properties=species:S:1:pos:R:3:forces:R:3 method="wB97M-V/def2-TZVPD" e_above_lowest_kcal_mol=0.00 homo_lumo_gap_ev=8.49 energy_ha=-4585.9189 fmax_ha_per_bohr=0.03546 charge=0
C 1.998433 -1.025646 3.643389 0.005 -0.343 0.312
C 0.547509 -1.310609 3.231024 -0.086 -0.003 0.152
C -0.278968 -0.587345 4.318424 0.022 0.415 -0.147
O 0.650099 -0.067633 5.275779 0.037 -0.423 0.052
C 1.842849 -0.830689 5.153235 -0.183 0.275 -0.575
H 2.387868 -0.121655 3.175062 -0.035 0.012 0.015
H 2.663271 -1.862939 3.423122 0.033 0.091 -0.135
H 0.343117 -2.383428 3.215563 0.035 0.015 0.095
H 0.315182 -0.936768 2.239609 -0.032 0.068 -0.137
H -1.013786 -1.221898 4.826031 0.119 -0.183 -0.091
H -0.813320 0.263726 3.893944 -0.027 0.029 0.083
H 1.742261 -1.819625 5.623984 0.019 0.111 0.204
H 2.646566 -0.257337 5.609298 0.039 -0.093 0.117
C -0.535662 0.400195 -0.817859 -0.600 0.076 -1.271
C -2.002436 0.677562 -1.213947 0.110 0.079 1.818
C -2.567606 1.368478 0.075623 0.677 0.125 -0.873
O -1.434502 1.635170 0.898286 0.164 0.441 0.098
C -0.268681 1.573097 0.088289 0.343 -0.212 0.186
H 0.010397 0.435112 -1.762451 0.581 -0.226 0.382
H -0.456967 -0.582168 -0.357324 0.311 0.110 0.224
H -2.524691 -0.248509 -1.437612 -0.219 0.235 -0.512
H -2.018594 1.446553 -1.977647 -0.241 -0.417 -0.436
H -3.266847 0.775602 0.650761 -0.177 -0.071 0.037
H -3.004816 2.318275 -0.250293 -0.322 -0.030 0.345
H 0.598222 1.509986 0.747809 -0.078 -0.355 0.043
H -0.075237 2.461582 -0.538855 -0.462 0.155 0.161
C -0.669987 -5.329839 0.728778 -0.255 0.442 0.978
C -1.711308 -4.436221 0.042152 0.253 0.648 -0.204
C -0.847063 -3.528937 -0.834585 0.901 -0.923 0.237
O 0.350243 -3.320735 -0.075180 -0.411 0.389 0.688
C 0.657988 -4.552564 0.584386 -0.194 -0.172 -0.920
H -0.649347 -6.363441 0.392741 0.143 0.073 -0.293
H -0.922299 -5.342114 1.791889 -0.004 -0.322 -0.040
H -2.179453 -3.778709 0.777443 -0.120 -0.199 0.083
H -2.499863 -4.948814 -0.504558 0.089 -0.137 -0.047
H -1.298708 -2.564999 -1.044129 0.070 0.029 -0.265
H -0.491249 -4.069325 -1.724450 -0.635 0.267 -0.361
H 1.112190 -4.357469 1.552563 0.102 0.228 -0.054
H 1.378637 -5.069232 -0.060733 0.009 -0.251 0.223
C 1.737131 4.213846 2.085260 -0.514 0.864 -0.362
C 0.827515 5.432824 2.304445 0.058 0.146 -0.499
O 0.441122 5.357926 3.679806 0.034 0.110 0.435
S 1.313295 4.268034 4.477098 -0.459 -0.197 -1.551
O 0.586782 3.057458 4.539087 -0.325 -0.222 0.212
O 1.892761 4.846589 5.609935 0.501 0.584 1.084
O 2.414021 4.146211 3.338855 0.303 -0.608 0.202
H 2.506800 4.369753 1.339026 -0.114 -0.037 -0.149
H 1.099513 3.363460 1.844059 0.436 -0.389 0.342
H -0.085555 5.441164 1.712792 0.047 -0.260 -0.076
H 1.364557 6.362942 2.103063 0.011 0.018 0.353
C -4.496738 -3.421314 6.087490 -0.097 -0.136 0.356
C -5.602644 -4.077343 5.211244 -0.683 0.060 1.311
O -5.506287 -3.463326 3.940762 0.149 -0.138 -0.546
S -3.977150 -3.030389 3.764159 -0.351 -0.635 0.412
O -3.895716 -2.034844 2.779698 0.038 0.680 -0.190
O -3.176113 -4.200144 3.705316 0.284 -0.359 -0.235
O -3.861045 -2.457484 5.236756 0.252 0.327 -0.121
H -3.770465 -4.129537 6.483022 0.067 -0.037 -0.259
H -4.922190 -2.869191 6.921088 0.000 0.088 -0.077
H -6.567184 -3.822618 5.653046 -0.070 0.139 -0.378
H -5.576006 -5.165239 5.181871 0.485 0.027 -0.330
C 4.819314 2.227308 -3.143540 -1.221 0.618 -0.441
C 5.560072 3.400833 -2.519795 0.342 0.025 0.382
O 4.950686 3.580302 -1.224131 0.176 0.000 0.751
S 3.790729 2.521433 -0.954907 -0.537 0.266 -1.263
O 2.584170 3.074286 -1.466924 -0.393 0.306 -0.151
O 3.763690 2.014858 0.361261 0.865 -0.190 0.047
O 4.338031 1.480328 -2.026696 0.471 -0.755 0.778
H 5.377531 1.604365 -3.831512 0.268 -0.195 0.352
H 3.914696 2.561583 -3.661922 0.235 0.154 -0.182
H 5.467879 4.354323 -3.031505 -0.089 -0.150 -0.308
H 6.614181 3.171764 -2.362837 -0.038 0.027 0.122
C -2.069590 2.559907 -4.375800 0.184 -0.274 -0.423
C -1.316734 1.316265 -4.775607 -0.134 -0.104 1.081
O -2.281612 0.649423 -5.610249 0.292 0.170 -0.754
S -3.742235 0.840052 -4.970509 0.034 0.299 -0.220
O -4.087452 -0.294426 -4.209591 0.111 -0.382 0.598
O -4.640132 1.296599 -5.961243 0.025 0.186 -0.514
O -3.352723 2.056657 -4.016671 -0.390 -0.103 0.461
H -2.207633 3.168564 -5.273921 0.224 0.313 0.199
H -1.598067 3.103456 -3.563306 -0.300 0.053 0.163
H -1.140790 0.607763 -3.963538 0.246 0.424 0.305
H -0.354635 1.623780 -5.182718 -0.231 -0.569 -0.949
C 2.637768 0.515806 -6.363479 0.068 0.131 -0.270
C 1.625107 -0.619239 -6.477700 0.559 0.124 -0.028
O 1.311214 -0.924402 -5.120243 -0.770 -0.216 0.426
S 2.532462 -0.701642 -4.130020 0.503 0.295 -0.123
O 3.319345 -1.859532 -3.933130 0.147 -0.391 -0.879
O 2.126387 -0.024912 -2.966562 -0.916 0.642 0.269
O 3.273179 0.348999 -5.100252 0.492 -0.260 0.122
H 2.164444 1.499083 -6.383323 -0.109 -0.052 0.114
H 3.375583 0.489258 -7.163927 0.120 -0.107 0.137
H 2.031221 -1.519273 -6.935708 0.039 0.073 -0.159
H 0.754098 -0.259080 -7.017427 -0.302 -0.334 0.248

121
Properties=species:S:1:pos:R:3:forces:R:3 method="wB97M-V/def2-TZVPD" e_above_lowest_kcal_mol=0.00 homo_lumo_gap_ev="8.73 / 2.34" s_squared=0.757 energy_ha=-8554.4154 fmax_ha_per_bohr=0.08446 charge=+1 multiplicity=2
C -0.923991 0.222590 -0.796427 -1.037 -0.309 -1.347
C 0.563179 0.087945 -0.585930 -0.992 0.078 -1.835
O 0.648486 -0.634849 0.616027 -0.208 -0.848 2.858
S -0.669891 -0.633251 1.580737 1.025 0.287 -3.369
O -0.415449 0.077200 2.812952 -0.783 -0.564 -0.960
O -1.241306 -1.970400 1.605458 0.662 2.211 0.278
O -1.466574 0.385149 0.503512 -0.388 -0.365 2.957
H -1.475224 -0.604204 -1.244375 0.691 -0.791 0.063
H -1.246295 1.016100 -1.470641 0.388 0.709 0.663
H 1.039494 1.068116 -0.607736 0.284 -0.263 0.579
H 0.960712 -0.536599 -1.385942 0.261 0.122 0.181
C -3.366192 1.103779 3.504470 -1.226 -1.330 0.464
C -2.282451 2.149135 3.472676 -2.777 -0.392 0.306
O -3.031850 3.301644 3.737234 -0.706 1.086 1.263
S -4.442925 3.058144 4.686486 -1.977 1.411 0.032
O -5.575370 3.837994 4.210749 3.054 -1.442 0.768
O -4.120947 2.995970 6.102455 0.013 -0.520 -3.201
O -4.665819 1.555252 3.951820 2.536 1.240 0.498
H -3.241637 0.234290 4.149904 0.611 -0.504 0.343
H -3.576695 0.603475 2.559236 0.131 0.018 -0.677
H -1.769103 2.206136 2.512817 0.072 0.376 -0.397
H -1.494372 1.962032 4.202078 0.493 0.069 0.671
C 3.970518 5.433743 -3.601738 0.352 -1.171 -1.468
C 4.114948 4.408847 -4.773681 1.078 1.819 -1.108
O 3.935156 3.093686 -4.301148 -0.907 0.100 2.294
S 3.233101 3.150971 -2.828419 -0.698 -2.612 1.765
O 4.144098 2.543966 -1.826989 -1.566 2.684 -2.427
O 1.911607 2.495987 -2.829860 2.315 1.999 -0.338
O 3.019278 4.826849 -2.809687 -1.108 -3.388 2.080
H 3.505670 6.382718 -3.869060 0.664 0.030 -0.283
H 4.939487 5.442437 -3.102614 -0.050 0.703 0.210
H 5.162438 4.499830 -5.061047 -0.159 -0.217 -0.626
H 3.416509 4.554781 -5.597687 0.202 0.261 0.125
C 1.599617 -3.194292 -0.817098 -0.635 4.056 1.079
C 2.074294 -4.518511 -0.597427 2.339 -2.398 0.463
O 1.024813 -5.423223 -0.737180 -3.031 0.402 -1.224
S -0.367304 -4.627029 -1.371568 1.040 -1.706 -0.297
O -1.388248 -4.557083 -0.351464 1.213 0.042 -1.110
O -0.669203 -5.238922 -2.660603 0.534 1.543 2.257
O 0.392813 -3.198326 -1.521115 -2.489 -1.753 -1.434
H 2.223066 -2.559671 -1.446922 0.414 -0.037 0.583
H 1.340911 -2.736880 0.137864 0.525 0.367 -0.038
H 2.449205 -4.669122 0.414923 0.236 0.260 -0.035
H 2.899119 -4.680016 -1.291456 -0.065 -0.856 -0.195
C -2.215869 -0.992677 -6.853735 0.943 0.419 -1.019
C -2.971771 -1.598842 -5.677644 0.357 0.741 -1.020
O -2.171656 -1.352625 -4.559422 1.947 0.212 2.498
S -0.596192 -1.257474 -4.896273 1.200 1.523 -2.259
O -0.001112 -2.554728 -5.210903 -1.387 2.202 1.111
O 0.118851 -0.248246 -4.079895 -2.286 -2.776 -1.473
O -0.930951 -0.496529 -6.372372 -0.021 -1.383 1.439
H -2.731705 -0.117619 -7.249073 0.113 -0.015 0.079
H -2.125521 -1.707511 -7.671632 0.505 0.010 0.069
H -3.083151 -2.679648 -5.764437 -0.809 0.298 -0.101
H -3.789436 -0.879579 -5.630894 -0.825 -1.241 0.757
C 0.787397 2.311558 -5.646885 0.591 -0.604 -1.096
C -0.425482 2.658784 -4.786726 1.109 -1.028 1.024
O -0.226134 4.023086 -4.499972 0.377 1.570 -0.170
S 0.345134 4.835650 -5.779224 -1.021 -0.706 -0.293
O 1.350298 5.816119 -5.380625 -1.781 -1.819 -0.752
O -0.865377 5.228675 -6.506140 2.834 -0.518 0.619
O 1.114296 3.466463 -6.448413 -1.582 2.991 0.421
H 0.611983 1.508869 -6.363146 -0.236 0.012 0.147
H 1.748894 2.127822 -5.167455 -0.706 -0.415 0.775
H -0.355008 2.156297 -3.822026 0.290 0.043 -0.057
H -1.415176 2.378451 -5.147291 0.050 0.599 -0.762
C 0.603751 0.410223 5.954684 2.179 1.281 -0.292
C 1.251176 0.118263 7.308919 1.476 -1.568 -1.277
O 0.301867 0.561227 8.176200 -2.194 1.655 2.600
S -0.111121 2.067461 7.761711 -2.146 0.542 -0.622
O 0.948674 2.987852 8.035374 -0.837 -0.657 0.099
O -1.513782 2.374071 8.119528 3.686 -1.168 -0.883
O 0.001940 1.715962 6.132366 -1.070 0.096 1.271
H -0.111247 -0.313456 5.563317 0.124 0.072 0.157
H 1.437498 0.679054 5.306064 -0.307 -0.886 -0.755
H 2.227064 0.562818 7.504173 -0.096 0.848 -0.483
H 1.515538 -0.921772 7.500073 -0.824 -0.278 -0.108
C 0.740365 5.873248 1.877610 1.113 -0.392 -1.827
C -0.484220 5.172325 2.335246 -2.375 0.477 2.619
O -0.876847 4.062185 1.513366 0.969 0.247 -0.736
S 0.380677 3.737745 0.494040 -0.895 1.148 -1.374
O -0.159609 3.483932 -0.843212 1.230 0.467 3.073
O 1.273696 2.840143 1.155760 -0.543 0.091 -0.412
O 0.958009 5.242924 0.595172 0.440 -1.529 -1.231
H 1.609849 5.761586 2.525409 -0.047 -0.052 -0.087
H 0.623970 6.893845 1.512997 -0.269 0.140 0.900
H -1.280629 5.909846 2.434754 -0.506 -0.219 -0.853
H -0.465750 4.832302 3.370687 0.754 -0.377 0.021
C -4.780976 -3.291282 2.115984 0.999 -2.037 -0.238
C -4.214777 -4.792416 2.186395 -0.485 0.268 -1.132
O -5.375834 -5.548869 2.537000 -2.385 0.100 1.650
S -6.442602 -4.692720 3.502956 1.068 1.755 -0.041
O -6.409335 -5.154419 4.898626 -0.030 0.993 -3.501
O -7.672373 -4.291591 2.828975 1.859 -1.858 1.122
O -5.499377 -3.311942 3.321985 -0.894 0.068 1.739
H -5.432386 -3.041326 1.278554 -0.170 -0.689 -0.202
H -4.020384 -2.510854 2.092709 0.224 -0.252 0.661
H -3.421276 -4.991645 2.906650 -0.152 0.731 0.451
H -3.900776 -5.367814 1.315525 0.092 0.936 -0.603
C 4.388311 -3.000095 -4.452197 -0.885 1.622 -0.471
C 2.839734 -2.934894 -4.619289 -0.138 0.478 0.398
O 2.433506 -1.914355 -3.741146 -1.296 2.804 1.914
S 3.431992 -0.646502 -3.548187 1.589 -1.780 1.125
O 3.332303 -0.201484 -2.142524 0.057 -1.271 -3.580
O 3.510245 0.338185 -4.623566 -0.534 -2.184 1.780
O 4.685026 -1.773644 -3.674462 0.247 0.767 -0.372
H 4.804129 -2.950656 -5.458548 0.403 0.300 0.194
H 4.827232 -3.863142 -3.951599 -0.373 0.259 0.363
H 2.258469 -3.774615 -4.238364 0.300 -0.314 -0.535
H 2.414836 -2.518323 -5.532538 0.789 -1.167 -0.827
C 0.959586 -3.540735 5.814219 -3.248 -1.181 0.132
C 0.470068 -3.976567 4.387795 0.994 1.486 0.800
O 1.713078 -4.387267 3.768651 0.369 0.347 0.609
S 2.863840 -3.372746 4.311949 1.851 2.474 -3.052
O 2.755661 -2.095245 3.528347 0.500 -3.647 1.839
O 4.130411 -4.069934 4.464783 -2.643 1.218 -0.347
O 2.229077 -3.003580 5.713371 0.794 -0.382 0.073
H 0.889482 -4.377785 6.508863 0.496 0.010 0.095
H 0.259044 -2.775813 6.149248 0.151 0.110 0.244
H 0.120020 -3.044092 3.945007 0.003 -0.148 -0.642
H -0.326808 -4.716304 4.311191 0.593 -0.277 0.211